Record 1
Computed, not measured: a 4-piece molecular cluster, C35H56BF17N3O10P overall in a non-equilibrium geometry, with the ωB97M-V functional and the def2-TZVPD basis.

Last column: Löwdin charge in e.
Cartesian coordinates (Å):
C (6.011, -1.923, 1.135)  -0.11
C (4.605, -2.108, 1.713)  -0.25
C (3.610, -2.726, 0.716)  -0.18
C (2.660, -1.673, 0.114)  -0.16
C (1.252, -1.903, 0.631)  -0.22
O (0.381, -0.774, 0.495)  -0.08
C (0.069, -0.410, -0.836)  -0.32
C (-1.380, -0.834, -1.054)  -0.08
C (-2.041, -0.346, -2.343)  -0.02
C (-3.467, 0.154, -2.149)  -0.44
F (-3.608, 0.819, -0.990)  0.13
F (-3.754, 1.012, -3.165)  0.12
C (-4.516, -0.966, -2.261)  -0.35
F (-4.193, -1.990, -1.458)  0.18
F (-4.430, -1.433, -3.536)  0.14
C (-6.008, -0.571, -2.082)  -0.33
F (-6.475, 0.093, -3.146)  0.18
F (-6.668, -1.755, -2.050)  0.15
C (-6.381, 0.151, -0.740)  -0.33
F (-5.596, -0.328, 0.236)  0.17
F (-7.637, -0.225, -0.445)  0.15
C (-6.403, 1.707, -0.793)  -0.32
F (-7.650, 2.071, -1.151)  0.16
F (-5.597, 2.171, -1.762)  0.16
C (-6.032, 2.499, 0.514)  -0.32
F (-4.701, 2.714, 0.488)  0.13
F (-6.623, 3.698, 0.407)  0.17
C (-6.348, 1.956, 1.943)  -0.32
F (-5.381, 1.145, 2.395)  0.16
F (-6.315, 3.052, 2.735)  0.15
C (-7.735, 1.266, 2.200)  -0.51
F (-7.614, -0.064, 2.153)  0.18
F (-8.669, 1.700, 1.354)  0.19
F (-8.123, 1.586, 3.454)  0.17
C (0.190, 1.120, -0.970)  -0.40
O (-0.955, 1.764, -0.425)  -0.14
C (-1.369, 2.871, -1.203)  -0.18
C (-2.225, 3.791, -0.355)  -0.06
C (-2.028, 5.230, -0.725)  -0.42
O (-1.509, 5.619, -1.739)  0.15
O (-2.506, 6.159, 0.198)  0.08
C (-3.719, 5.824, 0.812)  -0.46
C (-3.604, 5.530, 2.278)  0.04
O (-4.767, 5.820, 0.183)  0.13
P (1.794, 1.784, -0.246)  1.06
C (1.695, 3.618, -0.062)  -0.40
C (0.840, 4.040, 1.144)  -0.15
C (2.962, 1.526, -1.652)  -0.41
C (4.427, 1.534, -1.198)  -0.16
B (0.623, -3.271, 0.069)  -0.62
O (0.700, -3.547, -1.297)  0.14
O (-0.013, -4.170, 0.860)  0.21
H (6.492, -1.109, 1.676)  0.06
H (6.616, -2.792, 1.312)  0.05
H (6.003, -1.628, 0.092)  0.07
H (4.215, -1.192, 2.146)  0.10
H (4.695, -2.804, 2.543)  0.10
H (4.184, -3.232, -0.055)  0.11
H (3.060, -3.490, 1.265)  0.11
H (2.984, -0.717, 0.499)  0.07
H (2.716, -1.707, -0.970)  0.11
H (1.372, -2.040, 1.704)  0.12
H (0.737, -0.841, -1.576)  0.15
H (-1.384, -1.919, -1.082)  0.12
H (-1.911, -0.554, -0.154)  0.13
H (-1.520, 0.460, -2.843)  0.13
H (-2.045, -1.163, -3.049)  0.11
H (0.218, 1.318, -2.046)  0.12
H (-0.530, 3.427, -1.606)  0.11
H (-1.955, 2.503, -2.039)  0.12
H (-2.067, 3.656, 0.703)  0.12
H (-3.264, 3.586, -0.596)  0.11
H (-2.787, 4.847, 2.464)  0.08
H (-3.369, 6.467, 2.778)  0.10
H (-4.555, 5.179, 2.645)  0.08
H (1.386, 4.146, -0.961)  0.07
H (2.712, 3.940, 0.128)  0.07
H (1.457, 4.352, 1.977)  0.07
H (0.208, 4.875, 0.866)  0.06
H (0.189, 3.241, 1.479)  0.05
H (2.729, 0.559, -2.086)  0.06
H (2.772, 2.257, -2.435)  0.08
H (4.834, 2.527, -1.351)  0.06
H (4.496, 1.272, -0.150)  0.04
H (5.024, 0.866, -1.803)  0.06
H (1.529, -3.992, -1.472)  0.11
H (0.222, -3.953, 1.769)  0.07
C (-0.913, -4.014, -6.810)  -0.01
C (-1.226, -3.354, -5.489)  -0.55
O (-0.393, -2.714, -4.869)  0.03
N (-2.488, -3.489, -5.003)  0.01
C (-3.614, -4.193, -5.587)  -0.07
H (0.124, -3.813, -7.060)  0.08
H (-1.055, -5.093, -6.744)  0.08
H (-1.548, -3.613, -7.601)  0.08
H (-2.626, -3.026, -4.120)  0.11
H (-4.437, -3.496, -5.755)  0.08
H (-3.957, -4.972, -4.903)  0.09
H (-3.341, -4.649, -6.531)  0.07
C (10.767, -1.527, 0.412)  -0.01
C (9.752, -2.031, 1.411)  -0.55
O (8.901, -2.850, 1.112)  0.03
N (9.816, -1.531, 2.674)  0.01
C (10.748, -0.557, 3.211)  -0.08
H (10.585, -2.015, -0.541)  0.08
H (10.673, -0.449, 0.277)  0.08
H (11.780, -1.765, 0.739)  0.08
H (9.112, -1.907, 3.289)  0.14
H (11.304, -0.995, 4.042)  0.08
H (10.203, 0.313, 3.580)  0.08
H (11.451, -0.233, 2.452)  0.07
C (-1.096, -2.589, 4.912)  0.00
C (0.296, -2.311, 4.401)  -0.53
O (0.918, -3.126, 3.730)  0.02
N (0.852, -1.115, 4.702)  0.02
C (0.280, -0.026, 5.471)  -0.07
H (-1.394, -3.580, 4.586)  0.08
H (-1.118, -2.558, 6.002)  0.09
H (-1.802, -1.861, 4.513)  0.09
H (1.779, -0.997, 4.324)  0.14
H (0.227, 0.871, 4.852)  0.08
H (0.912, 0.186, 6.335)  0.08
H (-0.717, -0.274, 5.817)  0.07

Calculated values
SMILES string ... CCCC[C@@H](O[C@@H](CCC(F)(F)C(F)(F)C(F)(F)C(F)(F)C(F)(F)C(F)(F)C(F)(F)C(F)(F)F)[C@@H](OCCC(=O)OC(C)=O)P(CC)CC)B(O)O.CNC(C)=O.CNC(C)=O.CNC(C)=O
Charge ... 0
Kohn-Sham gap ... 8.1 eV
Spin multiplicity ... 1
HOMO ... -7.782 eV

---

Record 2
Computed, not measured: a 2-piece molecular cluster, CH5OP overall in a non-equilibrium geometry, with the ωB97M-V functional and the def2-TZVPD basis.

Last column: Löwdin charge in e.
Cartesian coordinates (Å):
C (0.236, -1.073, 0.048)  -0.35
O (0.626, 1.475, 0.139)  -0.41
P (-0.571, 0.483, 0.628)  0.69
H (-0.478, -1.687, -0.497)  0.02
H (0.577, -1.635, 0.923)  0.02
H (1.089, -0.826, -0.580)  0.03
H (0.448, 2.404, 0.294)  0.03
H (-1.926, 0.857, -0.954)  -0.02

Calculated values
Charge ... 0
Kohn-Sham gap (alpha / beta) ... 6.9 / 8.5 eV
Spin multiplicity ... 3
HOMO (alpha / beta) ... -5.976 / -10.112 eV
Relative energy (zero: lowest compared OMol25 entry of this formula, charge and spin) ... 31.38 kJ/mol

---

Record 3
Computed, not measured: a 16-piece molecular cluster, C32H100N20O20 overall in a non-equilibrium geometry, with the ωB97M-V functional and the def2-TZVPD basis.

Last column: Löwdin charge in e.
Cartesian coordinates (Å):
C (2.917, -2.959, 3.165)  -0.81
O (1.952, -3.585, 3.607)  0.02
N (3.799, -3.396, 2.327)  0.18
N (2.969, -1.701, 3.284)  0.17
H (3.588, -4.307, 1.946)  0.11
H (4.307, -2.715, 1.781)  0.06
H (2.117, -1.237, 3.567)  0.12
H (3.869, -1.245, 3.253)  0.09
C (-5.593, -2.454, -2.268)  -0.80
O (-6.342, -2.467, -1.332)  0.04
N (-5.621, -1.538, -3.227)  0.16
N (-4.862, -3.456, -2.627)  0.19
H (-4.822, -1.449, -3.839)  0.04
H (-5.886, -0.610, -2.930)  0.11
H (-4.258, -3.182, -3.388)  0.05
H (-4.625, -4.172, -1.955)  0.11
C (-2.461, -5.849, -2.794)  -0.86
O (-3.317, -6.054, -3.597)  0.05
N (-1.251, -5.527, -3.022)  0.17
N (-2.450, -6.325, -1.605)  0.18
H (-0.543, -5.206, -2.377)  0.05
H (-0.965, -5.338, -3.972)  0.12
H (-1.707, -6.173, -0.937)  0.08
H (-3.306, -6.738, -1.264)  0.12
C (-2.517, 4.880, -5.526)  -0.76
O (-1.768, 4.009, -5.186)  0.05
N (-2.110, 6.151, -5.844)  0.14
N (-3.741, 4.674, -5.805)  0.19
H (-2.511, 6.633, -6.637)  0.10
H (-1.270, 6.521, -5.422)  0.10
H (-4.114, 3.743, -5.686)  0.07
H (-4.311, 5.414, -6.189)  0.13
C (-1.395, -4.229, 1.253)  -0.75
O (-1.182, -5.403, 1.275)  0.04
N (-0.460, -3.300, 1.217)  0.19
N (-2.626, -3.705, 1.070)  0.16
H (-0.696, -2.360, 0.932)  0.06
H (0.443, -3.699, 1.005)  0.10
H (-2.705, -2.761, 1.421)  0.10
H (-3.402, -4.337, 1.207)  0.11
C (1.760, 1.564, -4.916)  -0.86
O (1.736, 0.889, -5.880)  0.05
N (0.796, 2.378, -4.552)  0.19
N (2.701, 1.503, -4.070)  0.18
H (0.776, 2.905, -3.690)  0.06
H (-0.018, 2.518, -5.132)  0.08
H (3.449, 0.857, -4.277)  0.11
H (2.465, 1.913, -3.178)  0.09
C (2.728, -2.331, -3.152)  -0.80
O (3.084, -2.249, -1.981)  0.01
N (1.593, -2.728, -3.540)  0.21
N (3.463, -1.982, -4.156)  0.18
H (1.145, -2.409, -4.387)  0.13
H (1.013, -2.948, -2.742)  0.08
H (2.957, -1.796, -5.011)  0.11
H (4.399, -1.626, -4.027)  0.12
C (1.680, -5.493, -0.832)  -0.74
O (0.801, -4.790, -1.286)  0.02
N (2.943, -5.292, -0.842)  0.20
N (1.499, -6.739, -0.437)  0.18
H (3.461, -6.145, -0.683)  0.12
H (3.320, -4.406, -1.147)  0.08
H (0.564, -6.771, -0.057)  0.10
H (2.248, -7.215, 0.044)  0.11
C (3.193, 1.973, 4.216)  -0.13
O (3.726, 2.318, 5.451)  -0.17
C (5.103, 1.950, 5.520)  -0.21
C (5.681, 2.692, 6.747)  -0.19
N (5.035, 2.339, 8.069)  -0.01
C (5.544, 0.949, 8.333)  -0.22
C (4.828, 0.263, 9.494)  -0.23
O (3.492, 0.050, 9.050)  -0.20
C (2.624, -0.357, 10.098)  -0.10
H (2.220, 2.445, 4.350)  0.10
H (3.181, 0.939, 3.871)  0.06
H (3.817, 2.418, 3.441)  0.08
H (5.727, 2.301, 4.698)  0.11
H (5.159, 0.864, 5.590)  0.11
H (5.677, 3.779, 6.660)  0.11
H (6.765, 2.580, 6.727)  0.11
H (4.072, 2.124, 7.855)  0.08
H (6.585, 1.095, 8.621)  0.11
H (5.497, 0.246, 7.501)  0.10
H (4.984, 0.886, 10.375)  0.12
H (5.257, -0.710, 9.734)  0.12
H (2.833, 0.275, 10.961)  0.09
H (2.706, -1.427, 10.284)  0.09
H (1.603, -0.193, 9.754)  0.09
C (-2.982, 1.056, -3.529)  -0.08
O (-2.294, 0.510, -2.387)  -0.17
C (-1.799, -0.795, -2.567)  -0.20
C (-1.329, -1.550, -1.248)  -0.15
N (-0.730, -0.673, -0.203)  -0.05
C (0.708, -0.371, -0.416)  -0.21
C (1.243, 0.549, 0.633)  -0.19
O (0.631, 1.823, 0.354)  -0.21
C (0.775, 2.781, 1.393)  -0.09
H (-3.622, 0.301, -3.985)  0.06
H (-2.298, 1.303, -4.341)  0.07
H (-3.494, 1.996, -3.322)  0.09
H (-1.018, -0.916, -3.317)  0.11
H (-2.472, -1.485, -3.077)  0.08
H (-0.687, -2.421, -1.383)  0.10
H (-2.205, -1.842, -0.669)  0.09
H (-1.004, 0.195, -0.641)  0.07
H (0.986, -0.038, -1.417)  0.12
H (1.199, -1.336, -0.287)  0.10
H (2.329, 0.610, 0.559)  0.11
H (1.067, 0.107, 1.613)  0.12
H (1.597, 3.489, 1.280)  0.08
H (0.786, 2.309, 2.376)  0.08
H (-0.078, 3.457, 1.446)  0.08
C (4.463, 2.480, -0.462)  -0.08
O (4.772, 1.276, 0.236)  -0.21
C (6.102, 1.145, 0.779)  -0.19
C (6.050, -0.120, 1.584)  -0.24
N (5.506, -1.293, 0.974)  -0.08
C (6.378, -1.858, -0.052)  -0.17
C (6.055, -3.291, -0.616)  -0.15
O (6.758, -3.395, -1.933)  -0.22
C (6.190, -4.303, -2.923)  -0.08
H (4.791, 2.434, -1.501)  0.09
H (4.758, 3.404, 0.035)  0.10
H (3.391, 2.421, -0.648)  0.06
H (6.432, 1.926, 1.463)  0.12
H (6.890, 0.914, 0.062)  0.12
H (5.207, -0.024, 2.268)  0.09
H (6.960, -0.372, 2.127)  0.13
H (4.713, -0.833, 0.551)  0.10
H (7.433, -1.957, 0.205)  0.12
H (6.395, -1.205, -0.924)  0.11
H (4.978, -3.395, -0.749)  0.07
H (6.472, -4.024, 0.074)  0.12
H (5.414, -3.775, -3.477)  0.07
H (5.836, -5.142, -2.324)  0.07
H (6.830, -4.929, -3.544)  0.08
C (-3.390, 3.526, 0.618)  -0.17
O (-4.503, 3.762, -0.113)  -0.19
C (-5.582, 2.972, 0.343)  -0.19
C (-6.771, 3.817, -0.126)  -0.19
N (-7.172, 4.905, 0.768)  -0.06
C (-7.640, 4.601, 2.075)  -0.24
C (-9.137, 4.334, 2.132)  -0.23
O (-9.617, 4.128, 3.482)  -0.19
C (-11.103, 4.197, 3.565)  -0.06
H (-3.163, 2.459, 0.627)  0.09
H (-3.439, 3.924, 1.631)  0.09
H (-2.487, 3.929, 0.158)  0.08
H (-5.558, 2.821, 1.422)  0.11
H (-5.432, 1.981, -0.084)  0.12
H (-7.618, 3.170, -0.353)  0.11
H (-6.651, 4.339, -1.075)  0.12
H (-6.367, 5.503, 0.652)  0.11
H (-7.461, 5.445, 2.741)  0.12
H (-7.176, 3.769, 2.604)  0.11
H (-9.215, 3.415, 1.552)  0.11
H (-9.716, 5.002, 1.495)  0.11
H (-11.473, 3.180, 3.693)  0.08
H (-11.476, 4.686, 2.664)  0.07
H (-11.425, 4.863, 4.366)  0.08
O (1.192, 3.509, -1.923)  -0.04
H (0.750, 2.893, -1.339)  0.02
H (1.006, 4.370, -1.549)  0.06
O (-4.180, 1.831, -6.354)  -0.04
H (-3.404, 1.885, -6.911)  0.07
H (-4.867, 1.497, -6.931)  0.07
O (-6.575, 2.588, -4.864)  -0.04
H (-5.654, 2.417, -5.061)  -0.03
H (-6.567, 2.963, -3.984)  0.03
O (-3.595, -2.596, -5.086)  -0.05
H (-4.140, -3.265, -5.501)  0.07
H (-3.499, -1.917, -5.753)  0.06

Calculated values
Charge ... 0
Kohn-Sham gap ... 8.7 eV
Spin multiplicity ... 1
HOMO ... -8.867 eV

---

Record 4
Computed, not measured: a 2-piece molecular cluster, C6H10 overall, with the ωB97M-V functional and the def2-TZVPD basis.

Last column: Löwdin charge in e.
Cartesian coordinates (Å):
C (2.122, -0.443, 0.081)  -0.08
C (0.787, 0.121, -0.374)  -0.34
C (-0.477, -0.407, 0.384)  -0.19
C (-2.755, -0.606, -0.363)  0.08
C (-0.712, 1.018, 0.791)  -0.09
C (0.371, 1.478, 0.162)  -0.04
H (2.219, -0.373, 1.170)  0.08
H (2.956, 0.105, -0.369)  0.08
H (2.222, -1.496, -0.204)  0.08
H (0.678, 0.025, -1.462)  0.14
H (-1.181, -0.905, -0.339)  0.02
H (-0.305, -1.138, 1.181)  0.13
H (-2.704, -1.512, -1.016)  -0.04
H (-2.534, 0.215, -1.086)  -0.03
H (-1.505, 1.457, 1.385)  0.10
H (0.818, 2.462, 0.058)  0.10

Calculated values
Charge ... 0
Kohn-Sham gap ... 9.1 eV
Spin multiplicity ... 1
HOMO ... -8.949 eV
Relative energy (zero: lowest compared OMol25 entry of this formula, charge and spin) ... 564.91 kJ/mol